C2H5NO2S as an isolated structure at a distorted geometry. Source: OMol25; level of theory: the ωB97M-V functional and the def2-TZVPD basis.

Last column: Löwdin charge in e.
Element x y z (Å)
C -0.385 -0.117 -1.243  -0.0132
C -0.365 -1.651 0.675  -0.0204
N -0.565 -0.899 -0.313  -0.0895
O -3.894 -1.171 -0.295  -0.4421
O -3.381 1.119 0.204  -0.4497
S -4.374 0.061 0.226  0.8732
H -0.960 0.318 -2.017  0.0167
H 1.510 1.676 0.010  0.0063
H 1.120 2.368 0.092  0.0177
H -0.610 -1.397 1.612  0.0176
H -0.268 -2.776 0.666  0.0833

Results
HOMO level (alpha / beta) in hartree: -0.186 / -0.391
LUMO (alpha / beta) in eV: -1.30 / -1.28
2S+1: 3

A 2-piece molecular cluster, C2H5NO2S2 overall at a distorted geometry. Source: OMol25; level of theory: the ωB97M-V functional and the def2-TZVPD basis.

Last column: Löwdin charge in e.
Element x y z (Å)
C -0.771 -0.610 1.312  -0.1487
C 0.715 -0.043 1.220  -0.4654
N -0.038 0.207 -2.488  -0.7414
O 1.000 0.985 -1.093  -0.6257
O 0.632 -0.716 -2.883  -0.0151
S 0.610 1.490 0.252  0.8937
S -1.349 0.908 -2.922  0.7330
H -1.059 -0.758 0.145  0.1073
H -0.737 -1.411 1.922  0.0090
H -1.400 0.267 1.666  0.0781
H 1.487 -0.545 0.567  0.0882
H 0.911 0.226 2.302  0.0871

Results
HOMO level (alpha / beta) in hartree: -0.306 / -0.319
LUMO (alpha / beta) in eV: -0.88 / -0.63

A 3-piece molecular cluster, C2H5NO3S overall at a distorted geometry. Source: OMol25; level of theory: the ωB97M-V functional and the def2-TZVPD basis.

Last column: Löwdin charge in e.
Element x y z (Å)
C 2.079 3.118 0.949  -0.0471
C -0.061 -1.990 0.585  -0.1315
N 1.281 2.316 0.809  0.0516
O -0.800 -0.794 -2.294  -0.3824
O -2.100 1.183 -0.292  -0.3996
O -1.012 -0.970 0.448  -0.4364
S -0.868 0.443 -0.336  1.0469
H -1.377 -0.415 -2.975  -0.0421
H 2.521 4.051 1.147  0.0497
H 0.436 -2.320 -0.300  0.0696
H -0.788 -2.876 0.956  0.1516
H 0.690 -1.747 1.303  0.0697

Results
HOMO level (alpha / beta) in hartree: -0.344 / -0.344
LUMO (alpha / beta) in eV: -0.51 / -0.50

One molecule with the formula C2H5NO4 at a distorted geometry. Source: OMol25; level of theory: the ωB97M-V functional and the def2-TZVPD basis.

Last column: Löwdin charge in e.
Element x y z (Å)
C -0.490 -1.445 -1.120  -0.0557
O 0.649 -0.841 -0.574  0.0170
C 0.618 0.172 0.282  -0.3938
O 1.601 0.211 1.198  0.1235
N -0.202 1.165 0.404  -0.2450
O -1.100 1.430 -0.426  -0.0722
O -0.045 1.976 1.592  0.0295
H -0.430 -2.613 -1.007  0.1397
H -0.624 -1.208 -2.100  0.0535
H -1.444 -1.084 -0.746  0.0938
H 2.212 -0.496 0.887  0.1461
H -0.744 2.731 1.610  0.1635

Results
HOMO level in hartree: -0.291
LUMO in eV: 0.59
Structure (SMILES): CO/C(O)=[N+](\[O-])O

C2H5NO5S as an isolated structure at a distorted geometry. Source: OMol25; level of theory: the ωB97M-V functional and the def2-TZVPD basis.

Last column: Löwdin charge in e.
Element x y z (Å)
C -0.487 0.201 -0.472  -0.2443
C 0.260 -0.700 0.537  -0.1398
N 2.536 -1.260 0.104  -0.1879
O 1.227 -1.490 -0.150  -0.0522
O 3.289 -1.969 -0.482  0.0951
O 2.689 1.191 -0.894  -0.4266
O 4.799 0.630 0.219  -0.3846
O -0.017 1.507 -0.480  -0.0734
S 3.391 0.850 0.334  0.8751
H -0.419 -0.274 -1.459  0.1295
H -1.541 0.255 -0.188  0.1228
H -0.424 -1.427 0.981  0.1270
H 0.732 -0.098 1.318  0.1240
H 0.906 1.523 -0.805  0.0354

Results
HOMO level in hartree: -0.389
LUMO in eV: -1.17

A 2-piece molecular cluster, C2H5NOS overall at a distorted geometry. Source: OMol25; level of theory: the ωB97M-V functional and the def2-TZVPD basis.

Last column: Löwdin charge in e.
Element x y z (Å)
C 0.475 0.884 -0.433  -0.3910
C -1.089 -1.227 0.235  -0.3678
N -0.910 2.662 1.042  -0.0259
O -1.849 2.061 0.542  -0.2758
S -1.086 0.176 -0.670  0.9355
H 0.194 1.678 0.419  0.0045
H 0.765 1.219 -1.435  0.0493
H 1.143 0.089 -0.154  0.0365
H -1.801 -1.989 0.088  -0.0322
H -0.205 -1.572 0.941  0.0670

Results
HOMO level (alpha / beta) in hartree: -0.250 / -0.249
LUMO (alpha / beta) in eV: -0.62 / -0.61

One molecule with the formula C2H5NOS at a distorted geometry. Source: OMol25; level of theory: the ωB97M-V functional and the def2-TZVPD basis.

Last column: Löwdin charge in e.
Element x y z (Å)
C -1.450 0.325 -0.162  -0.3680
C -0.214 0.657 -0.299  -0.3495
N 2.204 0.268 -0.165  -0.4463
O -2.039 -0.796 0.148  0.0178
S 0.899 -0.628 0.087  0.8087
H -2.312 1.054 -0.443  0.1622
H -1.358 -1.532 0.250  0.1091
H 0.428 1.479 -0.625  0.0801
H 3.087 -0.151 -0.420  -0.0443
H 0.756 -0.675 1.630  0.0302

Results
HOMO level in hartree: -0.312
LUMO in eV: 0.40

One molecule with the formula C2H5NOS at a distorted geometry. Source: OMol25; level of theory: the ωB97M-V functional and the def2-TZVPD basis.

Last column: Löwdin charge in e.
Element x y z (Å)
O 1.098 0.823 -0.204  -0.1189
C -0.282 0.817 -0.218  -0.2980
C -0.823 -0.564 -0.315  -0.2710
N -0.402 -1.610 0.297  -0.4106
S 0.755 -1.571 1.469  0.7382
H 1.394 0.485 -1.061  0.1148
H -0.627 1.449 -1.044  0.1198
H -0.735 1.197 0.702  0.1308
H -1.706 -0.693 -0.990  0.1169
H 1.328 -0.334 1.365  -0.1221

Results
HOMO level in hartree: -0.323
LUMO in eV: 0.60
Structure (SMILES): OC/C=N\S

A 2-piece molecular cluster, C2H5NOS overall at a distorted geometry. Source: OMol25; level of theory: the ωB97M-V functional and the def2-TZVPD basis.

Last column: Löwdin charge in e.
Element x y z (Å)
H -0.997 -0.777 -0.882  0.1011
N -0.726 -0.067 -0.130  0.0718
C -1.109 1.098 -0.235  -0.3688
O -0.811 2.171 0.546  0.0322
H -1.819 1.450 -1.055  0.1428
H -0.145 2.162 1.231  0.1012
C 1.458 -1.606 0.049  -0.6597
S 2.222 -1.055 1.333  0.5952
H 0.559 -2.257 0.033  0.0101
H 1.369 -1.119 -0.889  -0.0261

Results
HOMO level in hartree: -0.314
LUMO in eV: -0.15
Structure (SMILES): [H]/N=C/O.C=S

A 2-piece molecular cluster, C2H5NOS overall at a distorted geometry. Source: OMol25; level of theory: the ωB97M-V functional and the def2-TZVPD basis.

Last column: Löwdin charge in e.
Element x y z (Å)
C 0.678 0.229 0.064  -0.6243
C -1.906 0.338 0.512  -0.3774
N 2.374 -0.328 -1.367  -0.0532
O 1.059 0.804 1.032  0.0396
S -0.712 -0.579 -0.432  0.9339
H -2.923 0.310 0.172  0.0452
H -1.406 1.248 0.903  0.0640
H -2.033 -0.214 1.396  0.0134
H 2.949 -0.606 -0.490  -0.0090
H 1.919 -1.203 -1.792  -0.0323

Results
HOMO level (alpha / beta) in hartree: -0.325 / -0.322
LUMO (alpha / beta) in eV: 0.06 / 0.07

Quick rundown of energy above the lowest of the compared OMol25 structures with the same formula, charge and spin, same order as above: 74.31; 127.80; 112.94; 153.94; 73.61; 150.96; 103.74; 48.42; 63.51; 89.78 kcal per mole
Quick rundown of calculated total energy, same order as above: -18567.997; -29404.983; -20618.637; -11830.117; -24713.890; -16521.835; -16523.883; -16526.282; -16525.627; -16524.488 eV